# 1
C31H38AsClF6N7O5PbS3 | ωB97M-V/def2-TZVPD

## Properties
highest occupied orbital energy (spin up / spin down): -2.58 / -2.50 eV
frontier orbital gap (spin up / spin down): 4.56 / 4.50 eV
lowest unoccupied orbital energy (spin up / spin down): 1.97 / 1.99 eV
charge: -1

The geometry in XYZ format:
```
93
C31H38AsClF6N7O5PbS3, DFT ωB97M-V/def2-TZVPD
H -5.92 0.57 -0.85
C -3.69 0.75 2.04
H -4.07 1.53 -3.09
F 2.29 -1.46 4.71
C -3.64 -1.76 2.17
C 1.04 6.31 -5.07
H 2.33 3.04 -0.36
Pb 0.00 0.00 0.00
C -0.54 -0.58 -3.57
F -1.63 1.20 5.90
F -0.43 2.48 7.19
N 1.77 6.14 1.69
C -0.35 1.61 6.13
S 0.46 2.41 4.68
N 1.36 1.23 4.13
H 0.62 -2.49 -6.14
N -3.40 -0.73 -0.64
O -3.93 -2.66 2.96
O -0.60 2.91 3.80
H 1.13 6.69 2.25
C -1.69 -0.04 -5.64
H -6.11 0.16 -2.57
C 1.49 3.49 -0.93
H -1.53 3.64 -2.03
C 1.25 4.94 1.33
H 0.96 -2.12 -3.73
C -4.21 1.10 -2.09
H -1.47 2.55 -3.44
C 1.88 -1.18 3.44
H -6.30 2.88 2.49
C -4.39 1.95 2.12
H -0.25 -1.39 1.14
H 1.20 0.79 -3.75
O -0.55 -0.52 4.16
C 1.70 1.43 -2.99
N -0.03 5.12 0.92
C -0.30 -0.32 -2.16
C 0.28 6.63 -3.95
S -1.05 -2.07 -0.85
H 0.16 7.66 -3.65
O 0.28 0.29 1.98
H 2.21 2.28 -3.47
H -2.09 0.93 -3.77
C -5.70 0.90 -1.87
H -0.73 0.57 -1.66
C -5.75 1.95 2.42
H -7.47 0.74 2.91
C -6.41 0.74 2.66
F 0.35 0.54 6.60
H 0.69 -0.53 -1.72
C -3.40 -0.19 -1.99
H 0.88 4.11 -0.24
C 0.21 -1.54 -4.25
N 1.96 3.87 1.41
C -0.84 3.18 -2.77
H 1.90 4.12 -1.74
H 2.66 6.03 2.16
H -2.08 -2.77 1.44
As 0.37 2.04 -1.67
S 0.56 0.08 3.40
C -5.71 -0.47 2.58
H -4.31 -0.80 -0.21
C -0.33 5.61 -3.21
H -3.88 2.90 1.95
C -0.93 -0.99 -6.31
F 3.01 -0.77 2.77
H -0.17 5.97 0.40
H -6.23 -1.40 2.77
H 0.70 2.93 -5.04
H -3.84 1.83 -1.37
H -0.92 5.88 -2.34
C -0.17 4.27 -3.58
H -3.81 -0.96 -2.65
H 1.78 4.73 -6.34
H 2.47 0.83 -2.46
C 0.58 3.96 -4.72
H -2.62 0.77 1.82
H -2.43 0.55 -6.18
N -2.66 -1.97 1.21
H -6.24 1.84 -2.02
C -4.35 -0.46 2.25
H -2.38 0.01 -2.31
C -1.50 0.17 -4.27
C 1.40 2.72 1.05
F 1.51 -2.36 2.88
C -2.44 -1.54 -0.09
O 1.28 3.50 5.25
H 1.52 7.09 -5.65
H -0.46 4.33 0.45
Cl -1.15 -1.24 -8.00
C 1.19 4.97 -5.46
N 0.88 1.73 0.71
C 0.02 -1.75 -5.62
```

Löwdin atomic charge list, values in e, 8 entries:
1. H 0.060
2. C -0.014
3. H 0.102
4. F 0.105
5. C -0.399
6. C -0.107
7. H 0.062
8. Pb 0.873

***

# 2
C31H38BF4N2P2Si2W | ωB97M-V/def2-TZVPD

## Properties
highest occupied orbital energy (spin up / spin down): -17.11 / -17.11 eV
ΔE to the lowest compared entry with this formula, charge and spin: 241.02 kJ/mol
frontier orbital gap (spin up / spin down): 5.22 / 4.96 eV
lowest unoccupied orbital energy (spin up / spin down): -11.90 / -12.15 eV
charge: +3

The geometry in XYZ format:
```
81
C31H38BF4N2P2Si2W, DFT ωB97M-V/def2-TZVPD
N 0.59 -0.55 -1.93
H 2.35 0.69 4.86
H 4.42 2.28 1.85
C -3.83 -0.77 -3.76
B 4.10 3.86 -1.58
C -3.35 -1.57 -1.13
H -4.03 -0.47 -4.78
H 0.68 2.89 -2.02
H 4.00 0.77 1.04
C 0.18 -5.84 -1.78
H 3.02 1.75 -3.62
H -3.17 -1.89 -0.11
H 1.87 3.51 1.09
C 1.60 -4.78 2.54
H 1.08 -5.25 -3.64
C -1.08 -1.21 5.53
H -5.47 -1.77 -0.97
C 1.22 2.87 1.68
H 0.75 1.04 -5.66
C -0.01 2.14 -2.40
H -3.10 -1.00 6.24
H -0.91 0.79 -5.09
H 3.00 0.11 -4.22
C -2.29 -1.24 -1.98
C -2.19 -0.80 2.99
H -4.07 -0.62 4.01
H -5.90 -1.04 -3.29
P 0.17 -1.10 1.71
C -0.25 -3.16 -1.35
F 4.66 3.74 -2.76
C 1.83 1.47 4.31
H 0.72 3.49 2.43
C -0.69 -4.08 -0.40
H 4.51 0.75 2.71
H 0.04 -3.52 3.30
C -3.01 -0.79 4.11
H 0.17 -0.60 -5.34
H 2.17 2.44 4.70
H 0.34 -6.90 -1.96
C -0.65 -0.58 0.27
H 0.70 -2.85 -3.27
C -2.53 -0.85 -3.30
H 0.40 2.53 1.03
H -1.71 -0.64 -3.97
H -2.61 -0.63 2.01
H 0.75 1.40 4.51
C 2.66 0.74 -3.40
H -0.67 -1.36 6.52
Si 2.18 1.48 2.53
C 0.12 0.44 -4.99
H -0.72 1.83 -1.62
C 2.60 -4.93 1.59
C 0.60 -4.92 -2.73
C -4.65 -1.51 -1.61
P -0.69 -1.45 -1.25
C 1.12 -2.59 1.67
C 0.85 -3.62 2.58
Si 0.81 0.68 -3.32
C -4.88 -1.10 -2.92
C 0.38 -3.57 -2.52
H 3.68 -4.03 -0.04
H 3.17 -5.85 1.55
C -0.82 -1.03 3.15
H -0.80 -6.16 0.11
F 4.75 3.54 -0.48
C -2.45 -1.00 5.37
C 3.93 1.31 1.98
C -0.47 -5.43 -0.62
F 2.81 4.17 -1.49
H -1.23 -3.76 0.49
H 0.81 -1.39 4.55
C 2.15 -2.74 0.74
N 1.36 0.10 1.55
W 1.09 0.43 -0.32
C 2.88 -3.91 0.68
H -0.65 2.66 -3.13
H 3.16 0.39 -2.51
H 1.42 -5.56 3.27
H 2.42 -1.96 0.06
C -0.26 -1.22 4.43
F 2.26 1.79 -0.68
```

Löwdin atomic charge list, values in e, 8 entries:
1. N -0.350
2. H 0.055
3. H 0.055
4. C -0.028
5. B -0.842
6. C -0.075
7. H 0.128
8. H 0.029

***

# 3
C31H38F5N6O3PbSb2Te | ωB97M-V/def2-TZVPD

## Properties
highest occupied orbital energy: -10.29 eV
ΔE to the lowest compared entry with this formula, charge and spin: 154.17 kJ/mol
frontier orbital gap: 7.41 eV
lowest unoccupied orbital energy: -2.88 eV
charge: +1

The geometry in XYZ format:
```
87
C31H38F5N6O3PbSb2Te, DFT ωB97M-V/def2-TZVPD
C 1.89 3.83 2.25
H -1.90 -1.18 3.50
C 0.94 5.77 1.20
Sb -1.63 -1.93 -2.64
F 2.64 1.57 -1.85
H -3.36 -3.15 1.77
C -3.99 2.14 3.51
H -5.92 4.07 3.29
C 3.37 -0.76 0.30
Te 1.38 0.55 -2.86
H -3.61 4.23 4.08
H -2.73 -7.74 -1.79
H -3.53 -2.26 0.26
H 2.66 3.36 2.84
C -3.38 -3.17 -2.20
H 2.97 -2.94 2.26
H -4.86 2.85 0.76
C -2.00 -1.79 -4.73
Pb -1.13 0.37 -0.54
H -5.42 0.80 2.49
N 4.04 -0.97 -0.73
H -6.39 2.68 1.46
C -2.78 -6.79 -1.27
H -0.87 5.44 0.08
H 0.73 -2.19 5.83
C -3.80 3.63 3.19
C -5.13 4.00 2.54
C 1.11 -1.86 4.88
H -2.98 3.77 2.49
C -2.92 -4.32 0.03
C -3.71 1.15 1.19
O -3.66 1.87 0.17
N 3.51 -0.46 -3.07
N -5.40 2.81 1.67
C 2.12 -0.99 2.44
C -0.09 4.99 0.69
H -1.05 -1.76 -5.24
C -3.09 -4.38 -1.36
H -4.61 2.02 4.40
H -2.60 -5.44 1.82
H 0.86 -3.84 2.00
C -1.26 -2.03 3.26
H -5.11 4.91 1.94
O 0.98 -0.45 -1.38
H 0.97 6.83 0.98
H -2.47 -7.63 0.69
H -2.58 -2.66 -5.02
C 0.34 -3.76 1.04
C -0.22 -3.53 -2.62
N 0.80 1.64 1.93
C 0.87 3.05 1.72
H -1.76 -2.95 3.56
C 2.36 -2.30 2.87
H -4.12 -2.51 -1.74
C 1.93 5.19 1.98
H 2.73 5.79 2.37
H 1.06 -3.59 0.25
C -3.01 -5.63 -1.99
H -3.06 1.61 3.66
H -3.77 -3.47 -3.17
C 3.76 -0.69 -1.96
C -4.72 1.61 2.27
C 1.85 -2.73 4.08
H -0.35 -4.08 -3.56
H 0.78 -3.13 -2.57
C -0.12 3.63 0.94
H 2.04 -3.74 4.41
H -0.43 -4.19 -1.78
H -0.93 3.02 0.55
C -2.95 -3.02 0.77
C -2.71 -5.50 0.74
N 1.32 1.29 2.99
C 1.39 -0.11 3.24
C 0.91 -0.56 4.46
F 1.28 -1.00 -3.95
F -0.33 0.63 -3.74
O -3.03 0.14 1.44
Sb -1.00 -2.11 1.15
H 0.37 0.15 5.09
F 1.99 1.50 -4.30
H -2.55 -0.88 -4.95
C -2.64 -6.73 0.11
F 0.42 2.08 -2.17
H -3.15 -5.68 -3.06
N 2.74 -0.56 1.27
H -0.31 -1.94 3.77
H -0.23 -4.67 0.84
```

Löwdin atomic charge list, values in e, 8 entries:
1. C -0.019
2. H 0.016
3. C -0.065
4. Sb 1.348
5. F -0.387
6. H 0.064
7. C -0.106
8. H 0.134

***

# 4
C31H38N3O7 | ωB97M-V/def2-TZVPD

## Properties
highest occupied orbital energy: -10.44 eV
SMILES string: COc1cc(COC[C@H](O)C[NH+]2CCN(CCN3C(=O)c4cccc5cccc(c45)C3=O)CC2)cc(OC)c1OC
frontier orbital gap: 7.38 eV
lowest unoccupied orbital energy: -3.06 eV
charge: +1

The geometry in XYZ format:
```
79
C31H38N3O7, DFT ωB97M-V/def2-TZVPD
H 3.45 -2.20 -2.83
C -3.20 0.37 -2.30
C 2.55 0.74 -0.13
C -0.32 -0.75 3.51
O -0.37 2.83 2.73
N 0.29 -3.64 1.05
C -1.95 4.14 0.79
C 1.25 0.28 -2.56
O 1.78 -3.06 -2.13
H 3.50 -1.15 -0.51
H 4.10 -0.77 1.67
C -1.62 2.80 0.73
O 0.15 2.43 -2.25
H 2.00 -1.89 -3.82
C -3.01 2.54 -1.26
C 0.42 0.29 2.65
H 1.80 -4.55 2.19
H 1.28 -0.18 2.18
H -3.05 5.74 -0.12
H -0.69 -4.95 2.35
C 1.44 -3.54 1.97
C -2.29 -0.16 -1.39
H 2.26 3.06 1.82
C 4.32 0.27 1.41
C -0.92 -4.04 1.79
H 4.73 0.77 2.29
C -2.12 1.99 -0.30
H -1.72 -4.26 1.08
H -2.02 -4.12 -1.94
H 1.78 -2.16 3.61
H -1.55 4.74 1.59
H 0.78 -3.56 4.06
H -1.38 -0.48 3.56
N -0.43 0.86 1.62
C 2.16 3.53 0.84
C 0.99 -2.82 3.26
H -0.06 -2.85 -3.04
H 0.09 -2.66 0.72
C -3.54 1.70 -2.25
H -1.02 1.55 -3.73
C 2.38 -1.95 -2.80
O -0.28 -1.04 0.39
H -2.12 -2.30 2.28
N -0.18 -2.06 2.93
O 3.16 0.99 1.07
H -4.23 2.11 -2.97
O 1.24 2.82 0.02
C 1.63 1.68 -0.61
C -2.81 4.69 -0.17
H -1.72 -3.32 3.68
H 0.38 -5.56 0.24
H 0.06 -5.08 -2.05
C -0.34 2.39 -3.57
C -0.76 2.22 1.77
C 0.99 1.44 -1.84
H 0.48 2.35 -4.29
H 1.72 4.52 0.95
H -0.89 3.33 -3.70
H -4.00 4.34 -1.90
C -3.33 3.91 -1.17
H 5.06 0.30 0.61
H -2.02 -1.20 -1.44
H 1.66 -4.46 -0.33
C 0.60 -4.54 -0.08
H 0.75 1.13 3.27
C -0.77 0.09 0.54
C 0.38 -2.96 -2.04
H 0.76 0.10 -3.50
C -1.74 0.64 -0.40
C 2.15 -0.65 -2.07
H 3.14 3.60 0.37
H 0.07 -0.72 4.54
C -0.15 -4.24 -1.38
C 2.80 -0.42 -0.87
H 0.10 -2.08 -1.44
O -1.54 -4.15 -1.11
H -3.62 -0.27 -3.06
C -1.34 -2.90 2.74
H 2.22 -2.98 1.46
```

Löwdin atomic charge list, values in e, 8 entries:
1. H 0.136
2. C -0.057
3. C -0.193
4. C -0.117
5. O 0.108
6. N -0.087
7. C 0.035
8. C 0.031

***

# 5
C31H38NO2Pt | ωB97M-V/def2-TZVPD

## Properties
highest occupied orbital energy (spin up / spin down): -9.97 / -11.48 eV
ΔE to the lowest compared entry with this formula, charge and spin: 43.29 kJ/mol
multiplicity: 5
frontier orbital gap (spin up / spin down): 7.67 / 6.38 eV
⟨S²⟩: 6.0683
lowest unoccupied orbital energy (spin up / spin down): -2.30 / -5.10 eV
charge: +1

The geometry in XYZ format:
```
73
C31H38NO2Pt, DFT ωB97M-V/def2-TZVPD
H -1.53 2.42 -6.05
H -0.27 -1.26 -1.58
H -3.01 0.39 2.87
H 0.55 -1.37 0.17
H 1.14 0.62 4.46
H 1.82 -2.68 -2.79
C 0.18 -0.48 -2.23
C -2.77 -0.69 0.88
H 1.60 1.15 -1.84
C -2.52 -1.25 5.59
H -2.90 -0.74 -1.35
H -0.92 4.50 -3.62
C 1.08 2.45 -5.58
C -2.70 1.65 1.01
C -2.34 -3.51 4.73
H 2.44 -1.68 -4.15
C 0.64 -2.01 2.18
C 1.56 2.08 1.47
H 3.20 -1.31 -1.44
H -3.41 -2.98 6.53
H -1.37 1.10 -4.85
C -1.37 2.19 -4.99
C 1.11 -2.00 0.86
Pt -0.73 0.43 1.28
H 0.83 4.64 -3.90
H -2.87 -1.73 1.18
C 2.43 -3.54 2.77
C 1.46 0.10 -1.57
H -2.71 2.65 1.44
H -1.38 -3.71 2.80
C 2.06 1.30 2.53
C -0.04 2.81 -4.58
C 1.92 -1.64 -3.18
C -2.82 -2.61 5.70
H -1.53 0.29 4.46
H 0.78 1.73 -6.34
C -2.75 1.27 -0.37
C -1.33 -1.66 3.51
C -1.78 -0.77 4.51
H -2.52 -4.58 4.83
C -1.68 -3.03 3.61
H 2.13 2.58 0.69
C 1.03 1.07 3.47
H 1.45 0.06 -0.49
O 0.58 -1.11 -3.45
C 2.85 -3.56 1.43
H 2.64 2.24 -4.03
H 3.72 -4.15 1.12
H -1.07 1.98 3.57
C 1.70 1.79 -4.36
H 2.96 -4.14 3.51
C -0.11 4.29 -4.31
H 1.01 -2.75 4.19
H -2.81 1.96 -1.20
O 0.56 2.11 -3.46
H 1.79 0.70 -4.52
C 2.61 -0.73 -2.15
H 1.64 3.28 -6.01
C -2.79 -0.15 -0.45
C 2.18 -2.80 0.46
H 3.29 -0.07 -2.69
H -0.32 4.82 -5.25
H -0.48 3.10 1.27
H -2.90 -0.56 6.34
H -2.18 2.64 -4.42
H -0.56 0.29 -2.44
N -0.48 -1.25 2.48
C -2.82 0.43 1.81
H 2.45 -2.84 -0.59
C 1.33 -2.77 3.15
H 3.10 1.02 2.66
C 0.14 2.31 1.69
C -0.19 1.67 2.99
```

Löwdin atomic charge list, values in e, 8 entries:
1. H 0.095
2. H 0.101
3. H 0.095
4. H 0.050
5. H 0.121
6. H 0.114
7. C -0.213
8. C -0.147